(1)
{"formula": "C18H17N4OPd", "method": "wB97M-V/def2-TZVPD", "homo_ev": [-10.42, -10.42], "e_above_lowest_kcal_mol": 0.00, "multiplicity": 1, "energy_ev": -30423.04808, "charge": 1, "gap_ev": [5.80, 5.80], "elements": ["Pd", "C", "C", "C", "C", "C", "C", "N", "C", "C", "C", "C", "C", "C", "N", "N", "C", "C", "C", "C", "C", "N", "H", "H", "H", "H", "H", "H", "H", "H", "H", "H", "H", "H", "H", "C", "O", "H", "H", "H", "H"], "coordinates": [[-0.1396, 0.4442, -0.7244], [4.3995, -1.5971, 1.6132], [3.3280, -2.4410, 1.8705], [2.0251, -1.9955, 1.7018], [1.7869, -0.6865, 1.2894], [2.8633, 0.1607, 1.0318], [4.1636, -0.2961, 1.1914], [0.4797, -0.2104, 1.0488], [-0.5287, -0.2618, 1.9294], [-0.4311, -0.6927, 3.2830], [-1.5369, -0.6662, 4.0802], [-2.8114, -0.2283, 3.6238], [-2.9453, 0.2136, 2.3470], [-1.8090, 0.2093, 1.5031], [-1.8253, 0.6502, 0.2148], [-2.8628, 1.0269, -0.4021], [-2.5946, 1.3992, -1.7211], [-3.6088, 1.9432, -2.4922], [-3.3161, 2.3360, -3.7873], [-2.0278, 2.1822, -4.2781], [-1.0689, 1.6224, -3.4550], [-1.3443, 1.2249, -2.2128], [5.4128, -1.9509, 1.7451], [3.5057, -3.4576, 2.1959], [1.1925, -2.6657, 1.8740], [2.6709, 1.1878, 0.7397], [4.9926, 0.3737, 1.0027], [0.5242, -1.0127, 3.6712], [-1.4432, -0.9836, 5.1111], [-3.6517, -0.2403, 4.3022], [-3.8839, 0.5747, 1.9512], [-4.5934, 2.0561, -2.0640], [-4.0902, 2.7669, -4.4076], [-1.7629, 2.4862, -5.2798], [-0.0497, 1.4734, -3.7860], [1.7104, -1.1168, -2.6812], [1.6244, 0.0027, -1.7745], [2.3623, -1.8805, -2.2615], [2.0812, -0.7843, -3.6489], [0.7056, -1.5143, -2.7868], [2.4969, 0.3481, -1.5582]], "forces_ev_per_angstrom": [[-0.3, 0.0, 0.3], [0.0, 0.0, 0.0], [0.0, 0.0, 0.0], [0.0, 0.0, -0.1], [0.0, -0.1, 0.0], [0.1, 0.0, 0.1], [0.0, 0.1, 0.0], [0.0, 0.1, -0.1], [0.1, 0.1, 0.1], [0.0, 0.0, 0.0], [0.0, 0.0, 0.0], [0.0, 0.0, 0.0], [0.0, 0.0, 0.0], [0.0, 0.1, -0.1], [0.2, -0.3, -0.1], [0.0, 0.1, 0.0], [0.0, 0.0, 0.0], [0.0, 0.0, 0.0], [0.0, 0.0, 0.0], [0.0, 0.0, 0.0], [0.0, -0.1, 0.0], [0.1, 0.1, 0.0], [0.0, 0.0, 0.0], [0.0, 0.0, 0.0], [0.0, 0.0, 0.0], [0.0, 0.0, 0.0], [0.0, 0.0, 0.0], [0.0, 0.0, 0.0], [0.0, 0.0, 0.0], [0.0, 0.0, 0.0], [0.0, 0.0, 0.0], [0.0, 0.0, 0.0], [0.0, 0.0, 0.0], [0.0, 0.0, 0.0], [0.0, 0.0, 0.0], [0.1, 0.0, 0.1], [-0.1, 0.2, -0.5], [0.0, 0.0, 0.0], [0.0, 0.0, 0.0], [0.0, 0.0, 0.0], [0.0, -0.1, 0.2]]}


(2)
{"formula": "C42H60N5O8P3V", "method": "wB97M-V/def2-TZVPD", "s2": 3.761, "homo_ev": [-7.30, -8.58], "multiplicity": 4, "energy_ev": -121920.72452, "gap_ev": [6.54, 7.77], "elements": ["V", "O", "C", "O", "C", "C", "C", "C", "C", "C", "C", "C", "C", "N", "H", "H", "H", "H", "H", "H", "C", "P", "C", "N", "C", "C", "C", "C", "C", "C", "N", "C", "P", "C", "C", "C", "C", "C", "C", "C", "C", "C", "H", "H", "H", "H", "H", "H", "H", "H", "H", "H", "H", "H", "H", "H", "H", "H", "H", "H", "H", "H", "H", "H", "H", "H", "H", "H", "H", "H", "C", "C", "O", "P", "O", "C", "C", "O", "C", "C", "H", "H", "H", "H", "H", "H", "H", "H", "H", "H", "H", "H", "H", "H", "H", "C", "C", "C", "C", "C", "C", "O", "N", "C", "O", "N", "C", "O", "H", "H", "H", "H", "H", "H", "H", "H", "H", "H", "H"], "coordinates": [[0.5476, 1.1022, -0.0272], [-2.7739, -0.8245, 0.9436], [-1.9378, -0.1026, 0.4387], [-0.7758, -0.4212, -0.0027], [-2.3023, 1.3696, 0.1701], [-3.6379, 1.7868, 0.3573], [-3.9822, 3.0545, 0.0045], [-3.0026, 3.9198, -0.5403], [-3.2946, 5.2449, -0.9495], [-2.3151, 6.0420, -1.4630], [-0.9943, 5.5518, -1.5878], [-0.6816, 4.2820, -1.1959], [-1.6875, 3.4363, -0.6681], [-1.3587, 2.1591, -0.2956], [-4.3307, 1.0705, 0.7730], [-4.9967, 3.4137, 0.1283], [-4.3095, 5.6077, -0.8486], [-2.5417, 7.0521, -1.7764], [-0.2232, 6.1950, -1.9911], [0.3299, 3.9047, -1.2592], [2.7318, 2.3128, -2.6084], [1.5496, 0.9575, -2.2818], [2.6919, -0.5196, -2.3145], [3.2622, -0.8420, -3.4429], [3.9995, -1.9838, -3.4876], [4.6040, -2.3806, -4.7075], [5.3088, -3.5459, -4.7619], [5.4432, -4.3637, -3.6086], [4.8759, -3.9968, -2.4258], [4.1421, -2.7855, -2.3463], [3.5902, -2.4137, -1.1619], [2.8931, -1.3118, -1.1232], [2.1703, -0.7718, 0.5036], [1.3911, -2.3195, 1.0530], [3.6367, -0.5507, 1.6236], [3.0610, -0.4924, 3.0448], [4.2585, 0.7962, 1.2640], [4.7097, -1.6364, 1.5693], [0.5814, 0.8189, -3.8688], [1.3846, 1.0965, -5.1393], [-0.0477, -0.5689, -3.9216], [-0.5423, 1.8566, -3.7638], [3.4677, 2.0210, -3.3570], [3.2276, 2.5916, -1.6785], [2.1826, 3.1836, -2.9698], [4.4745, -1.7407, -5.5698], [5.7685, -3.8590, -5.6895], [6.0063, -5.2846, -3.6791], [4.9615, -4.5970, -1.5304], [2.1388, -3.0954, 1.2142], [0.6760, -2.6526, 0.3047], [0.8300, -2.1308, 1.9677], [2.1746, 0.1405, 3.1167], [3.8217, -0.0931, 3.7197], [2.7857, -1.4856, 3.4008], [3.5401, 1.6068, 1.3726], [4.6252, 0.8103, 0.2331], [5.1084, 1.0000, 1.9202], [4.2996, -2.6383, 1.6839], [5.4088, -1.4632, 2.3921], [5.2727, -1.6121, 0.6392], [2.2705, 0.4724, -5.2172], [1.6873, 2.1427, -5.1983], [0.7431, 0.8959, -6.0014], [0.6960, -1.3454, -4.1049], [-0.7679, -0.5996, -4.7441], [-0.5709, -0.8209, -2.9960], [-0.1647, 2.8748, -3.6536], [-1.2111, 1.6499, -2.9270], [-1.1294, 1.8240, -4.6851], [-3.4666, -4.3291, -4.6960], [-2.4644, -3.5073, -3.9192], [-2.4516, -3.9689, -2.5651], [-1.2131, -3.3851, -1.6418], [-1.7806, -3.7528, -0.1983], [-2.7235, -4.7922, 0.1091], [-4.1121, -4.2073, 0.2286], [-0.1059, -4.6057, -1.7862], [1.0483, -4.3707, -2.5914], [1.1175, -5.3583, -3.7352], [-3.5283, -3.9825, -5.7283], [-4.4555, -4.2478, -4.2468], [-3.1810, -5.3806, -4.7000], [-2.7259, -2.4442, -3.9369], [-1.4653, -3.6047, -4.3610], [-2.3902, -5.2146, 1.0583], [-2.6721, -5.5753, -0.6494], [-4.1015, -3.3656, 0.9184], [-4.8090, -4.9634, 0.5961], [-4.4625, -3.8556, -0.7402], [1.9234, -4.4658, -1.9443], [1.0389, -3.3411, -2.9709], [1.1250, -6.3813, -3.3606], [2.0276, -5.1965, -4.3164], [0.2599, -5.2511, -4.4006], [3.8860, 4.4899, 2.0770], [2.5365, 5.1700, 1.9193], [1.3289, 4.3300, 2.3427], [0.0452, 5.1839, 2.0850], [-1.2946, 4.5945, 2.4984], [1.3623, 4.0461, 3.8356], [1.7799, 4.8439, 4.6452], [0.8066, 2.8531, 4.2203], [0.2763, 1.8657, 3.3748], [-0.3539, 0.9481, 3.8476], [0.5658, 1.9740, 2.0363], [1.1942, 3.0443, 1.5629], [1.5906, 2.9666, 0.3677], [4.6906, 5.2074, 1.9157], [4.0123, 3.6844, 1.3564], [4.0150, 4.0817, 3.0813], [2.3828, 5.4647, 0.8791], [2.5094, 6.0773, 2.5245], [0.0394, 5.4154, 1.0170], [0.2111, 6.1242, 2.6173], [-1.4847, 3.6215, 2.0449], [-2.0935, 5.2645, 2.1791], [-1.3772, 4.4796, 3.5795], [0.6878, 2.6924, 5.2101]], "forces_ev_per_angstrom": [[0.2, 0.3, 0.4], [-0.1, 0.0, 0.1], [-0.1, 0.1, -0.3], [-0.1, -0.1, 0.2], [-0.2, -0.2, 0.1], [0.1, 0.1, 0.0], [0.0, 0.0, 0.0], [-0.1, 0.1, 0.0], [0.0, -0.1, 0.0], [0.1, 0.0, 0.0], [-0.1, 0.0, 0.0], [-0.1, 0.0, -0.1], [0.2, 0.0, 0.0], [-0.1, 0.0, -0.1], [0.0, 0.0, 0.0], [0.0, 0.0, 0.0], [0.0, 0.0, 0.0], [0.0, 0.0, 0.0], [0.0, 0.0, 0.0], [0.0, 0.0, 0.0], [0.0, 0.0, 0.0], [0.3, -0.3, -0.3], [-0.1, 0.0, 0.3], [0.0, 0.0, -0.1], [0.0, 0.1, -0.2], [-0.1, 0.0, 0.1], [0.0, -0.1, 0.1], [0.0, 0.0, -0.1], [-0.1, 0.1, 0.0], [0.1, -0.2, 0.1], [0.0, -0.2, 0.0], [-0.1, 0.3, 0.0], [0.0, -0.1, -0.4], [0.0, 0.0, 0.1], [0.0, 0.0, 0.0], [0.0, 0.0, 0.0], [0.0, 0.1, 0.0], [0.0, 0.0, 0.0], [0.0, 0.1, 0.0], [0.0, 0.0, 0.0], [0.0, -0.1, 0.0], [-0.1, 0.0, 0.0], [0.0, 0.0, 0.0], [0.0, 0.0, 0.0], [0.0, 0.0, 0.0], [0.0, 0.0, 0.0], [0.0, 0.0, 0.0], [0.0, 0.0, 0.0], [0.0, 0.0, 0.0], [0.0, 0.0, 0.0], [0.0, 0.1, 0.0], [0.0, 0.0, 0.0], [0.0, 0.0, 0.0], [0.0, 0.0, 0.0], [0.0, 0.0, 0.0], [0.0, 0.0, 0.0], [0.0, 0.0, 0.0], [0.0, 0.0, 0.0], [0.0, 0.0, 0.0], [0.0, 0.0, 0.0], [0.0, 0.0, -0.1], [0.0, 0.0, 0.0], [0.0, 0.0, 0.0], [0.0, 0.0, 0.0], [0.0, 0.0, 0.0], [0.0, 0.0, 0.0], [0.0, 0.0, 0.0], [0.0, 0.0, 0.0], [0.0, 0.0, 0.0], [0.0, 0.0, 0.0], [0.0, 0.0, 0.0], [0.0, 0.0, 0.1], [0.1, 0.0, 0.0], [0.1, -0.2, 0.2], [-0.1, 0.1, -0.1], [0.1, -0.1, 0.0], [0.0, 0.0, 0.0], [-0.1, 0.0, -0.2], [0.0, 0.0, 0.1], [0.0, 0.0, 0.0], [0.0, 0.0, 0.0], [0.0, 0.0, 0.0], [0.0, 0.0, 0.0], [0.0, 0.0, 0.0], [0.0, 0.0, 0.0], [0.0, 0.0, 0.0], [0.0, 0.0, 0.0], [0.0, 0.0, 0.0], [0.0, 0.0, 0.0], [0.0, 0.0, 0.0], [0.0, 0.0, 0.0], [0.0, 0.0, 0.0], [0.0, 0.0, 0.0], [0.0, 0.0, 0.0], [0.0, 0.0, 0.0], [0.1, 0.0, 0.0], [-0.1, 0.0, 0.0], [-0.1, 0.0, 0.1], [0.2, 0.1, -0.1], [-0.1, 0.0, 0.1], [0.0, 0.0, 0.0], [0.0, 0.0, 0.0], [0.0, 0.0, 0.0], [-0.2, -0.2, -0.1], [0.1, 0.0, 0.1], [0.1, 0.0, 0.1], [0.0, -0.1, -0.1], [0.0, 0.2, 0.0], [0.0, 0.0, 0.0], [0.0, 0.0, 0.0], [0.0, 0.0, 0.0], [0.0, 0.0, 0.0], [0.0, 0.0, 0.0], [0.0, 0.0, 0.1], [0.0, 0.0, 0.0], [0.0, 0.0, 0.0], [0.0, 0.0, 0.0], [0.0, 0.0, 0.0], [0.0, 0.0, 0.0]]}


(3)
{"formula": "C6H10N3", "method": "wB97M-V/def2-TZVPD", "homo_ev": -14.97, "smiles": "CC1=[NH+]C[C@@](C)(C#N)N1", "e_above_lowest_kcal_mol": 30.52, "multiplicity": 1, "energy_ev": -10846.93924, "charge": 1, "gap_ev": 11.40, "elements": ["C", "C", "C", "C", "C", "C", "N", "N", "N", "H", "H", "H", "H", "H", "H", "H", "H", "H", "H"], "coordinates": [[2.5143, -0.7780, -0.0791], [-0.8454, -0.7639, -0.0579], [0.7931, 0.1290, 1.4162], [1.3415, 0.0865, 0.0159], [-2.1230, -1.4480, -0.3477], [1.7918, 1.4289, -0.6128], [3.3592, -1.5146, 0.0981], [0.1817, -0.4056, -0.8250], [-0.5556, -0.4760, 1.1930], [1.3185, -0.3087, 2.2482], [0.8185, 1.1621, 1.6922], [-2.1282, -1.9665, -1.2989], [-2.8661, -0.5895, -0.4595], [-2.3692, -1.8718, 0.5744], [1.1116, 2.2035, -0.5268], [1.8857, 1.1546, -1.5836], [2.7754, 1.6101, -0.0914], [0.2770, -0.3251, -1.8143], [-1.2688, -0.4521, 1.9329]], "forces_ev_per_angstrom": [[-1.5, -0.1, 0.3], [1.3, 0.3, -0.1], [-1.3, 0.2, -0.1], [0.1, 0.7, -1.9], [-0.4, 3.5, -1.6], [1.8, -1.7, 3.8], [1.4, -0.9, -0.1], [0.5, -0.3, 1.5], [0.0, 0.8, 2.0], [0.3, -1.0, -0.3], [-1.0, 0.9, 0.3], [0.0, -0.6, 0.4], [0.6, -1.0, 0.0], [-0.7, -1.7, 0.8], [-1.4, 1.5, 0.5], [1.0, -0.1, -3.2], [-0.9, 0.5, -1.0], [-0.5, -0.5, -0.6], [0.6, -0.4, -0.6]]}


(4)
{"formula": "C4H7Cl3NO", "method": "wB97M-V/def2-TZVPD", "homo_ev": -15.00, "smiles": "ClC(Cl)(Cl)[C@H]1[NH2+]CCO1", "e_above_lowest_kcal_mol": 0.00, "multiplicity": 1, "energy_ev": -45357.89244, "charge": 1, "gap_ev": 11.66, "elements": ["C", "C", "C", "C", "N", "O", "Cl", "Cl", "Cl", "H", "H", "H", "H", "H", "H", "H"], "coordinates": [[-0.8506, -0.6581, -0.4899], [-0.4865, 0.3096, 0.7578], [1.2548, 0.6451, -0.7156], [2.7382, 0.1668, -0.0085], [0.4577, -0.5636, -1.2119], [0.4377, 1.2244, 0.2070], [4.1136, 0.7256, -0.9846], [2.7886, 0.8409, 1.6342], [2.7988, -1.6261, 0.1182], [-1.0826, -1.5590, -0.0968], [-1.7175, -0.3627, -1.1100], [-1.3426, 0.7234, 1.1972], [-0.0691, -0.2667, 1.5378], [1.6383, 1.3217, -1.5770], [1.0971, -1.4336, -1.0209], [0.1319, -0.4995, -2.1497]], "forces_ev_per_angstrom": [[0.6, 4.2, 1.6], [-0.3, -1.7, -2.5], [1.7, 0.2, -0.1], [-1.0, 0.1, 0.0], [0.7, -1.8, 0.6], [-0.2, 0.9, -0.5], [-0.8, -0.2, 0.3], [0.2, -0.2, -0.7], [0.1, 0.1, 0.0], [-0.1, -3.3, 0.9], [0.9, 0.4, 0.2], [-1.1, 1.4, 0.1], [1.0, -0.9, 0.7], [-1.3, -0.9, 1.4], [-1.2, 1.3, -0.6], [0.8, 0.1, -1.4]]}


(5)
{"formula": "H27MnO15P", "method": "wB97M-V/def2-TZVPD", "s2": 8.753, "homo_ev": [-21.92, -21.92], "e_above_lowest_kcal_mol": 58.35, "multiplicity": 6, "energy_ev": -71716.23973, "charge": 4, "gap_ev": [7.09, 7.08], "elements": ["O", "H", "H", "H", "O", "H", "H", "H", "O", "H", "H", "H", "O", "H", "H", "H", "O", "H", "H", "H", "Mn", "P", "O", "O", "O", "O", "O", "H", "H", "O", "H", "H", "O", "H", "H", "O", "H", "H", "O", "H", "H", "O", "H", "H"], "coordinates": [[23.6854, -22.5448, 5.0131], [24.4304, -22.9673, 4.5794], [23.9930, -21.8765, 5.6299], [23.1001, -22.1604, 4.3564], [24.2362, -18.5450, 2.8194], [24.5634, -18.5839, 1.9177], [25.0079, -18.6637, 3.3779], [23.6784, -19.3263, 2.8124], [26.8925, -21.4287, 3.1116], [26.6097, -20.6687, 3.6253], [26.3578, -22.1808, 3.3762], [27.8239, -21.6100, 3.2573], [29.2654, -19.0337, 5.8934], [29.0768, -18.1283, 5.6362], [29.6829, -19.6224, 5.2603], [28.4597, -19.4791, 6.1656], [26.4991, -22.5175, 7.2756], [26.8078, -23.0593, 6.5458], [27.0821, -21.7550, 7.2940], [25.5980, -22.2075, 7.1591], [23.5980, -19.5078, 7.3465], [25.8673, -19.7729, 5.8077], [24.7765, -20.8035, 6.1998], [26.0352, -19.4976, 4.2663], [27.2642, -20.1832, 6.4676], [25.1757, -18.6245, 6.5974], [27.1423, -17.2035, 7.4530], [27.5081, -17.0489, 6.5820], [26.3460, -17.7098, 7.2924], [27.6118, -17.8922, 2.9130], [27.2538, -18.4950, 3.5646], [27.4938, -18.3441, 2.0775], [24.6444, -20.3834, 8.9331], [24.2735, -21.0107, 9.5537], [25.4922, -20.1465, 9.3090], [25.2323, -16.6190, 4.7913], [24.6145, -15.8902, 4.8492], [25.0062, -17.1845, 5.5298], [27.3868, -20.4564, 9.1211], [27.9168, -19.8938, 9.6858], [27.2376, -19.9335, 8.3334], [22.2842, -19.2145, 5.7610], [22.3834, -19.7417, 4.9683], [21.5297, -18.6530, 5.5830]], "forces_ev_per_angstrom": [[-1.6, -2.7, -1.8], [0.0, -0.8, -0.3], [1.7, 2.7, 1.9], [-0.9, -0.3, -0.6], [-2.0, 0.5, -1.9], [0.4, 1.1, -1.4], [1.9, -0.1, 2.1], [-0.6, -0.4, 0.4], [0.7, -2.6, -1.9], [-1.2, 3.6, 1.8], [0.2, -0.8, -0.4], [1.1, -0.4, -0.3], [2.4, 0.6, 0.0], [0.6, 0.8, -0.6], [1.0, 0.5, -0.7], [-2.6, -1.1, 1.3], [0.3, -2.2, 0.7], [0.1, -0.9, -0.1], [1.2, 2.1, 0.5], [-0.9, 0.6, -0.1], [-0.6, 0.5, 1.6], [2.2, 2.3, 1.9], [-0.5, -3.2, -1.3], [-0.8, -1.6, 2.3], [-3.4, -0.3, -2.1], [1.0, 0.1, -1.4], [1.0, -0.3, 0.4], [-0.2, 0.8, -0.2], [-0.1, 0.4, 0.1], [0.2, 0.0, 0.1], [0.0, 0.3, 0.0], [0.4, 0.1, -0.6], [-1.4, -0.3, -0.5], [-0.4, -0.3, 0.6], [1.5, 0.4, 0.4], [-0.1, -0.6, -0.5], [0.0, 0.6, -0.1], [0.0, 0.2, 0.4], [-0.9, -0.3, -0.1], [0.5, 0.1, 0.6], [0.4, 0.6, -0.2], [0.2, -0.4, -0.2], [-0.2, 0.0, -0.1], [-0.8, 0.6, 0.2]]}


Ordered largest force on an atom results: 0.5 0.5 4.5 4.5 4.2; unit eV/A.